No. 1
Here is a molecular structure, C3H6N2O2S2 at a distorted geometry from OMol25. Energies are from the ωB97M-V functional and the def2-TZVPD basis.

```
15
Properties=species:S:1:pos:R:3:forces:R:3
C 0.40479 0.18391 -0.34179 -1.9 -0.2 1.1
C 1.38421 -1.97759 -1.74784 2.1 -0.7 -2.7
C -0.63360 2.53779 1.10708 -0.3 2.5 0.9
N -0.09033 -0.79629 0.31335 2.2 -0.3 -0.9
N -1.19111 -0.89075 1.08354 0.3 1.6 -1.6
O -2.19407 -0.41371 0.61733 -1.5 0.5 0.1
O -1.05557 -1.53216 2.06114 -0.3 -1.2 2.4
S 1.52084 -0.18181 -1.57878 1.6 -0.3 -1.2
S 0.09472 1.92198 -0.41506 0.2 0.4 -0.5
H 2.30753 -2.63568 -1.63338 -0.7 1.6 0.0
H 0.95872 -2.28167 -2.73277 0.2 0.6 0.6
H 0.74771 -2.25595 -1.01452 -2.1 -1.1 2.3
H -0.29607 3.67625 1.29713 -0.3 -2.6 -0.9
H -0.19762 1.99412 1.96203 -0.8 0.1 -0.2
H -1.76015 2.65156 1.02254 1.4 -0.9 0.4
```
Forces are in eV/Å.

The calculation puts the HOMO energy at -9.60 eV. As for the total charge: 0. For the total energy, the calculation gives -1174.10464 hartree. The molar mass is 166.2 g mol⁻¹.

What are the Mulliken partial charges on each atom? They are as follows, in elementary charge units: 0.612 -0.716 -0.804 -0.501 0.938 -0.540 -0.578 -0.112 -0.069 0.298 0.286 0.280 0.327 0.294 0.285

No. 2
Here is 2 unconnected molecules or ions with the total composition C6H5Cl2N2P at a distorted geometry from OMol25. Energies are from the ωB97M-V functional and the def2-TZVPD basis.

```
16
Properties=species:S:1:pos:R:3:forces:R:3
C -1.70946 0.59953 -0.96956 0.2 1.6 -0.6
C -1.13042 1.38105 0.09053 -1.7 -0.8 -1.5
C -1.41536 -0.74406 -1.02242 -1.0 -1.1 -0.6
C -0.36466 0.80084 1.07533 0.2 1.8 -0.8
C -0.65325 -1.33141 -0.08487 2.5 -1.5 1.6
C -0.01760 -0.56154 0.92212 -1.6 1.6 -0.8
N 0.83437 -1.16217 1.70017 -0.2 -0.4 0.8
N 1.69029 -1.82426 2.03648 1.6 -0.9 0.7
P 3.53337 0.24994 -0.54687 0.3 -0.2 -0.1
Cl 1.99622 -0.56411 -1.60934 0.2 0.2 0.0
Cl 2.73392 1.87513 0.37673 -0.1 0.1 -0.1
H -2.21912 1.03794 -1.86482 0.3 -0.1 1.3
H -1.36004 2.45029 0.14090 0.2 -0.4 -0.1
H -1.77957 -1.47824 -1.74693 -0.2 0.9 -0.3
H 0.07721 1.62938 1.65889 0.2 -1.5 0.6
H -0.21588 -2.35828 -0.15634 -1.0 0.8 -0.2
```
Forces are in eV/Å.

The calculation puts the HOMO energy (spin up / spin down) at -6.43 / -8.38 eV. As for the total charge: 0. For the total energy, the calculation gives -1602.79845 hartree. The molar mass is 207.0 g mol⁻¹.

What are the Mulliken partial charges on each atom? They are as follows, in elementary charge units: -0.606 -0.134 -0.149 -0.498 -0.606 0.563 0.549 -0.842 0.251 -0.107 -0.137 0.307 0.349 0.318 0.450 0.292

No. 3
Here is a single C15H17N3O5 molecule at a distorted geometry from OMol25. Energies are from the ωB97M-V functional and the def2-TZVPD basis.

```
40
Properties=species:S:1:pos:R:3:forces:R:3
C -2.36438 -0.59834 -0.11383 -0.4 1.6 0.7
C -1.25368 -1.00610 0.85404 0.1 -3.2 1.0
C -3.69874 -0.53493 0.78755 2.3 0.2 -0.7
C -4.80658 -0.21642 -0.22775 2.0 2.3 1.0
C 0.10544 1.01861 0.46720 -0.8 -0.6 0.1
C -0.95765 2.04108 0.33369 -1.4 1.1 1.1
C 0.60899 0.74066 -0.93824 0.9 -1.4 -1.2
C 1.84931 -0.18317 -0.93301 -1.4 -1.9 0.9
C 1.74774 -1.58895 -0.69258 0.8 2.6 -0.7
C 3.19298 0.20581 -0.62298 0.6 -2.1 1.9
C 3.81017 -1.03740 -0.11780 -0.4 1.0 -2.2
C 3.87212 1.43189 -0.42754 0.4 0.4 0.0
C 5.13774 -1.01106 0.23219 0.5 -3.5 1.7
C 5.19417 1.43184 0.12738 -2.1 -3.0 -1.5
C 5.82974 0.14651 0.33998 1.7 2.8 0.8
H -1.95814 -1.34145 -2.02369 -1.8 -1.0 2.4
H -2.44236 -2.53142 -0.79322 0.0 1.3 -0.6
H -2.20346 0.40838 -0.57233 -0.2 -1.0 0.3
H -3.65519 -1.60929 1.13700 -1.1 1.4 0.1
H -3.61071 0.28176 1.62803 -0.4 -1.8 -1.6
H -5.25281 0.93339 -1.72590 1.3 -0.2 1.5
H 0.40469 -0.45506 1.88104 0.3 -0.6 0.5
H 0.82324 1.53060 1.05923 1.2 0.4 0.3
H -0.23495 0.31526 -1.59542 1.3 0.7 0.9
H 0.90485 1.73303 -1.32352 -0.4 -0.6 -0.1
H 0.83581 -2.11449 -0.73744 -0.7 -0.9 -0.1
H 3.22036 -3.14794 -0.21094 -0.5 1.5 -0.1
H 3.30583 2.35819 -0.76393 1.1 -1.0 0.7
H 5.53926 -2.00289 0.68020 -0.2 1.7 -1.1
H 5.68555 2.32920 0.33864 0.8 1.1 0.1
H 6.93054 0.13211 0.67596 -2.0 0.0 -0.5
H -1.69269 1.22251 1.89057 -0.1 1.9 -0.9
N -2.61712 -1.56283 -1.15981 2.0 -0.3 -1.9
N -0.35265 -0.06339 1.36742 -0.8 -0.3 -1.9
N 2.95068 -2.14663 -0.29950 0.3 1.6 0.4
O -1.26853 -2.20553 1.24672 0.5 3.2 -0.8
O -5.87821 -0.66884 -0.18186 -2.7 -1.7 -0.3
O -4.50738 0.86247 -1.04270 -0.9 -0.8 -0.9
O -1.00848 2.85001 -0.53677 0.1 0.5 -0.7
O -1.84619 2.07789 1.35075 0.2 -1.7 0.9
```
Forces are in eV/Å.

The calculation puts the HOMO energy at -8.21 eV. As for the total charge: 0. For the total energy, the calculation gives -1122.25080 hartree. The molar mass is 319.3 g mol⁻¹. As for the SMILES: N[C@@H](CC(=O)O)C(=O)N[C@@H](Cc1c[nH]c2ccccc12)C(=O)O.

What are the Mulliken partial charges on each atom? They are as follows, in elementary charge units: -0.480 -0.068 -0.264 0.249 0.047 0.041 -0.184 0.175 -0.936 0.294 -0.162 -0.297 -0.499 -0.682 -0.332 0.331 0.334 0.771 0.343 0.257 0.334 0.385 0.759 0.070 0.615 0.584 0.263 0.291 0.190 0.473 0.271 0.440 -0.563 -0.209 -0.073 -0.684 -0.512 -0.446 -0.573 -0.552

No. 4
Here is a gas-phase ion, C3H4NO6P (charge -2) at a distorted geometry from OMol25. Energies are from the ωB97M-V functional and the def2-TZVPD basis.

```
15
Properties=species:S:1:pos:R:3:forces:R:3
C -1.06531 -0.27245 -1.01013 -0.7 1.1 -1.3
C 1.59636 1.06665 -0.08549 1.2 -1.4 -0.7
C -1.61028 0.19749 0.25939 1.0 -3.0 -0.4
N -2.44255 1.14278 0.19001 -2.0 2.8 1.4
O -1.40858 0.15090 -2.12030 0.5 -0.6 0.9
O 2.06359 -2.22502 -0.38466 0.1 0.8 0.1
O -0.11045 -1.22967 -0.98621 0.5 0.1 0.6
O -3.02528 1.48657 1.32179 0.2 -0.2 -1.0
O 0.24511 -2.17208 1.41293 -0.5 -0.2 0.9
O 1.34027 0.02257 0.82084 -1.0 -1.2 0.6
P 0.93175 -1.52025 0.29432 0.7 0.1 -0.7
H 2.06960 0.42658 -0.93140 -0.5 2.3 0.4
H 2.29792 1.75895 0.43979 -0.1 -0.5 -0.7
H 0.69524 1.65984 -0.32513 0.2 -0.6 -0.3
H -1.57740 -0.49286 1.10426 0.4 0.5 0.2
```
Forces are in eV/Å.

The calculation puts the HOMO energy at -0.13 eV. As for the total charge: -2. For the total energy, the calculation gives -964.33373 hartree. The molar mass is 181.0 g mol⁻¹. As for the SMILES: CO[P@@](=O)([O-])OC(=O)/C=N/[O-].

What are the Mulliken partial charges on each atom? They are as follows, in elementary charge units: 0.575 -0.599 -0.151 -0.365 -0.676 -0.774 -0.311 -0.670 -0.740 -0.315 0.865 0.293 0.197 0.231 0.441

No. 5
Here is a single CH2Cl2O2 molecule at a distorted geometry from OMol25. Energies are from the ωB97M-V functional and the def2-TZVPD basis.

```
7
Properties=species:S:1:pos:R:3:forces:R:3
C -0.65430 -0.32667 -0.15051 0.4 0.8 5.3
O 1.70997 0.42569 0.28341 0.5 -1.4 0.1
O 0.49239 0.22456 0.95360 -2.8 -0.2 -1.8
Cl -2.15441 0.65356 -0.02150 1.3 -0.7 0.0
Cl -0.88037 -1.99633 0.25418 -0.1 0.3 -0.4
H -0.12982 -0.12712 -0.98796 1.2 0.2 -3.0
H 1.61655 1.14631 -0.33122 -0.5 1.0 -0.2
```
Forces are in eV/Å.

The calculation puts the HOMO energy at -10.46 eV. As for the total charge: 0. For the total energy, the calculation gives -1110.02020 hartree. The molar mass is 116.9 g mol⁻¹. As for the SMILES: OOC(Cl)Cl.

What are the Mulliken partial charges on each atom? They are as follows, in elementary charge units: 0.126 -0.355 -0.195 -0.112 -0.090 0.294 0.330

No. 6
Here is a gas-phase ion, C3H4NOS (charge +1) at a distorted geometry from OMol25. Energies are from the ωB97M-V functional and the def2-TZVPD basis.

```
10
Properties=species:S:1:pos:R:3:forces:R:3
C 1.09796 -1.28186 -0.01205 -1.9 0.9 -0.8
C -1.27603 -1.25243 -0.38539 -2.4 1.8 0.0
C 0.09040 1.31818 -0.02392 0.3 1.0 0.6
N -0.02965 -1.61587 -0.10194 3.0 -0.2 0.7
O 0.92593 0.76172 -0.75722 0.9 -1.7 -0.1
S -1.79782 0.27737 -0.05184 -0.4 -1.7 -0.2
H 2.12481 -1.39810 0.24754 0.5 0.1 0.1
H -1.92543 -2.01709 -0.79924 0.1 0.1 -0.2
H 0.20094 1.35025 1.06716 0.0 -0.1 0.1
H -0.39264 2.22656 -0.42343 -0.1 -0.2 -0.1
```
Forces are in eV/Å.

The calculation puts the HOMO energy at -14.77 eV. As for the total charge: +1. For the total energy, the calculation gives -644.47402 hartree. The molar mass is 102.1 g mol⁻¹.

What are the Mulliken partial charges on each atom? They are as follows, in elementary charge units: 0.302 0.026 -0.379 -0.126 -0.493 0.066 0.424 0.381 0.388 0.413